ORCA calculation (wB97M-V/def2-TZVPD) on a cluster of 2 separate species, C9H13NO in total in a non-equilibrium geometry.

Each line ends with the Löwdin charge.
Element x y z (Å)
C1 -1.87043 -1.27470 0.51134  -0.052
C2 -1.62428 -0.05779 -0.36408  -0.311
C3 -2.04646 1.14123 0.08351  -0.053
C4 -2.00397 2.17157 -0.89814  -0.108
C5 -1.26211 2.14286 -2.03512  -0.101
C6 -0.64906 0.89178 -2.37645  -0.072
C7 -0.84283 -0.15601 -1.50391  -0.078
H1 -1.03169 -1.95655 0.64403  0.049
H2 -2.71841 -1.79795 0.03742  0.091
H3 -2.17619 -1.01185 1.52015  0.071
H4 -2.52294 1.39532 1.03844  0.117
H5 -2.60955 3.07153 -0.66250  0.108
H6 -1.26895 2.83760 -2.85629  0.092
H7 -0.07643 0.65705 -3.31271  0.117
H8 -0.23657 -1.09075 -1.52784  0.115
C8 3.51999 -0.22320 1.06941  -0.007
C9 2.21530 -1.05422 0.91329  -0.567
N1 1.35871 -1.14527 1.97163  0.157
O1 2.01615 -1.48929 -0.20244  0.032
H9 3.91008 -0.31007 2.08962  0.070
H10 3.33753 0.76832 0.67385  0.079
H11 4.29491 -0.58768 0.41880  0.067
H12 0.56383 -1.77829 1.86006  0.089
H13 1.72338 -1.14363 2.90792  0.095

Atomic forces in eV per Å
C -0.49 -0.08 -0.38
C 0.99 -1.50 2.31
C -1.05 2.29 -1.61
C -0.79 1.86 1.89
C 0.42 -2.57 -1.99
C 0.11 -0.04 0.09
C 1.16 -1.20 -0.25
H 0.05 -0.06 -0.59
H 0.39 -0.24 0.36
H -0.19 0.30 0.04
H 0.07 -0.65 -0.44
H 0.69 -0.40 -0.19
H -0.18 0.82 0.39
H -0.47 0.82 1.05
H -0.73 0.63 -0.73
C -0.70 -0.89 0.82
C 1.86 0.83 -1.17
N -0.50 -0.69 0.05
O -1.02 -0.44 0.27
H -0.12 0.75 -0.08
H -0.21 0.45 0.63
H 0.03 -0.69 -0.35
H 0.51 0.40 -0.14
H 0.20 0.30 0.00

Properties
Net charge: 0
Highest occupied orbital energy: -8.86 eV
SMILES: Cc1ccccc1.CC(N)=O
Energy above the lowest of the compared OMol25 structures with the same formula, charge and spin: 93.78 kJ/mol
DFT total energy: -13081.09973 eV
Orbital gap: 9.7 eV